{"formula": "C22H31BrN3O6Sc", "method": "ωB97M-V/def2-TZVPD", "elements": ["Sc", "O", "C", "O", "C", "C", "C", "C", "C", "O", "C", "C", "O", "O", "H", "H", "H", "H", "H", "H", "H", "H", "C", "C", "C", "O", "H", "H", "H", "H", "H", "H", "H", "C", "C", "N", "C", "C", "N", "C", "C", "H", "H", "H", "H", "H", "H", "H", "H", "H", "H", "H", "H", "Br", "C", "C", "C", "C", "C", "N", "H", "H", "H", "H"], "positions_angstrom": [[0.7900, 0.3657, -0.4884], [2.0543, 4.1099, 0.1007], [1.5576, 3.0794, 0.4909], [0.6773, 2.3661, -0.1690], [1.8993, 2.5408, 1.8911], [0.6909, 1.8335, 2.5029], [0.8909, 1.5682, 3.9952], [1.8849, 0.3824, 3.9774], [2.1315, 0.2230, 2.4817], [0.8106, 0.5000, 1.9255], [2.9713, 1.3935, 1.9409], [3.6062, 1.0043, 0.6036], [4.7850, 1.1817, 0.4005], [2.7704, 0.4445, -0.2289], [2.2269, 3.3908, 2.4861], [-0.2669, 2.2589, 2.2280], [-0.0497, 1.2944, 4.4722], [1.2834, 2.4484, 4.5023], [1.4350, -0.5202, 4.3911], [2.8083, 0.5829, 4.5177], [2.4577, -0.7604, 2.1538], [3.7785, 1.6516, 2.6230], [2.0522, 0.1343, -4.1224], [0.6480, -0.2462, -3.6792], [0.2606, -1.6455, -4.1417], [0.5306, -0.1406, -2.2895], [2.7806, -0.5456, -3.6777], [2.2927, 1.1443, -3.7900], [2.1479, 0.0899, -5.2091], [-0.0592, 0.4624, -4.1405], [0.9567, -2.3855, -3.7435], [0.2724, -1.7100, -5.2314], [-0.7444, -1.8965, -3.7955], [-2.2819, 1.0851, 0.7534], [-3.8205, 1.0311, 0.6123], [-4.1876, 0.7932, -0.7825], [-3.4475, 1.7402, -1.6204], [-1.9379, 1.4164, -1.5907], [-1.6473, 0.5010, -0.4479], [-2.3002, -0.7963, -0.7462], [-3.7747, -0.5614, -1.1471], [-1.9397, 0.5505, 1.6425], [-1.9266, 2.1132, 0.8260], [-4.2717, 1.9667, 0.9466], [-4.2458, 0.2267, 1.2164], [-3.6452, 2.7465, -1.2466], [-3.8332, 1.6882, -2.6397], [-1.3264, 2.3099, -1.4768], [-1.6146, 0.9028, -2.4946], [-2.2406, -1.4183, 0.1480], [-1.7269, -1.2826, -1.5354], [-4.4303, -1.2794, -0.6508], [-3.9135, -0.6785, -2.2232], [2.8240, -2.5908, -1.3175], [1.4483, -2.9505, -0.0922], [1.2866, -4.2672, 0.3257], [0.3315, -4.5432, 1.2820], [-0.4209, -3.4977, 1.7992], [-0.1940, -2.2283, 1.3140], [0.7123, -1.9421, 0.3652], [1.9140, -5.0389, -0.0936], [0.1853, -5.5578, 1.6285], [-1.1665, -3.6587, 2.5645], [-0.7399, -1.3805, 1.7029]], "homo_ev": -8.71, "charge": 0, "lumo_energy_ev": -0.3, "total_energy_ha": -4807.5842, "de_lowest_ev": 0.000, "gap_ev": 8.4171}